Here is C5H12O4 as an isolated structure from the Open Molecules 2025 dataset. Energies are from the ωB97M-V functional and the def2-TZVPD basis.

Atoms and positions in Å:
C (1.2127, 0.0126, -1.5208)
C (-1.9391, -0.7964, -1.3591)
O (-1.5298, 0.2309, -0.4303)
O (1.2177, -1.2543, -1.3226)
H (0.3485, -1.5112, -0.2396)
H (0.3964, 0.4675, -2.1001)
H (2.1761, 0.5058, -1.7166)
H (-2.7141, -0.3315, -1.9622)
H (-2.3440, -1.6503, -0.8152)
H (-1.1147, -1.1292, -1.9876)
C (1.9181, 0.7458, 0.8563)
C (-0.9754, 0.6412, 1.8191)
C (-0.6490, -0.0777, 0.5444)
O (0.8172, 0.8377, -0.0479)
O (-0.2188, -1.3099, 0.6501)
H (2.0981, -0.2883, 1.1599)
H (1.7150, 1.3624, 1.7320)
H (2.8096, 1.1343, 0.3593)
H (-0.2047, 0.4752, 2.5661)
H (-1.1033, 1.7035, 1.6236)
H (-1.9164, 0.2320, 2.1913)

Atomic forces in eV per Å
C -0.1 0.0 0.4
C 0.1 0.1 0.2
O 0.1 -0.1 0.0
O 0.0 0.2 0.0
H 0.0 0.1 0.0
H 0.0 0.0 0.0
H 0.0 0.0 0.1
H 0.0 0.0 0.0
H 0.0 0.1 0.0
H 0.0 0.0 0.0
C -0.2 0.0 -0.2
C 0.1 0.0 -0.1
C 0.2 0.0 -0.2
O -0.2 -0.4 -0.1
O 0.0 0.2 -0.1
H 0.0 0.0 0.0
H 0.0 0.0 0.0
H 0.0 0.0 0.0
H 0.0 0.0 0.0
H 0.0 0.0 0.0
H 0.0 0.0 0.0

- Largest force on an atom: 0.433 eV/Å
- Orbital gap: 10.186 eV
- Net charge: 0

How is the electron density shared among the atoms? According to Mulliken, the charges in e are:
1. C -0.1976
2. C -0.6346
3. O -0.3405
4. O -0.7129
5. H 0.4851
6. H 0.2289
7. H 0.4058
8. H 0.2459
9. H 0.2774
10. H 0.3397
11. C -0.7691
12. C -1.4673
13. C 1.0528
14. O -0.4055
15. O -0.5709
16. H 0.3474
17. H 0.2594
18. H 0.3463
19. H 0.3784
20. H 0.3329
21. H 0.3985


Here is a 2-piece molecular cluster, C5H12S overall at a distorted geometry from the Open Molecules 2025 dataset. Energies are from the ωB97M-V functional and the def2-TZVPD basis.

Atoms and positions in Å:
C (-1.8753, 0.0881, -1.0784)
S (-0.5916, -1.0927, -0.9742)
C (-0.2419, -1.1810, -2.7131)
H (-2.4650, -0.1688, -1.8954)
H (-2.3327, 0.1573, -0.1006)
H (-1.4740, 1.0956, -1.3202)
H (0.4886, -1.9246, -2.8663)
H (0.0430, -0.1148, -3.0921)
H (-1.1866, -1.4418, -3.2504)
C (0.0158, 0.3158, 2.3006)
C (1.1667, 0.9241, 1.6799)
C (2.5012, 0.6655, 1.7914)
H (-0.2109, 0.7292, 3.3755)
H (-0.0503, -0.8174, 2.3392)
H (-0.9845, 0.5513, 1.7983)
H (1.0497, 1.3919, 0.6490)
H (3.1750, 0.9173, 0.9400)
H (2.9729, -0.0950, 2.4166)

Atomic forces in eV per Å
C 1.3 2.0 0.8
S 0.9 -0.9 0.6
C -1.5 2.6 -1.0
H -1.8 -0.5 -1.0
H -0.6 -0.1 -0.1
H -0.1 -0.4 0.2
H 1.0 -0.6 -0.4
H -0.1 -2.0 0.5
H 0.8 0.0 0.3
C -3.9 -0.5 2.6
C 3.5 0.0 -3.5
C -0.9 -0.8 -0.9
H 0.7 -0.9 -1.7
H 0.8 1.3 0.1
H 1.5 0.1 0.3
H -0.6 0.0 1.6
H -0.7 0.4 0.9
H -0.4 0.4 0.6

- Largest force on an atom: 4.904 eV/Å
- Orbital gap: 9.371 eV
- SMILES string: C=CC.CSC
- Net charge: 0

How is the electron density shared among the atoms? According to Mulliken, the charges in e are:
1. C -0.9209
2. S -0.0054
3. C -0.8637
4. H 0.4014
5. H 0.2867
6. H 0.2677
7. H 0.3335
8. H 0.2239
9. H 0.2806
10. C -0.7432
11. C 0.1155
12. C -0.6930
13. H 0.2963
14. H 0.2643
15. H 0.1178
16. H 0.1549
17. H 0.2212
18. H 0.2623


Here is a 2-piece molecular cluster, C5H12S overall at a distorted geometry from the Open Molecules 2025 dataset. Energies are from the ωB97M-V functional and the def2-TZVPD basis.

Atoms and positions in Å:
C (-0.9557, 1.1733, -0.7693)
S (-0.2559, 1.7966, 0.8362)
C (-1.4454, 1.3963, 2.1070)
H (-1.9905, 0.8793, -0.5966)
H (-0.4512, 0.2240, -0.8861)
H (-0.7312, 1.8567, -1.5760)
H (-2.4691, 1.5104, 1.7593)
H (-1.3236, 0.4146, 2.5684)
H (-1.2076, 2.1022, 2.9025)
C (1.4102, -2.2557, 0.1201)
C (1.1501, -1.6019, -1.2668)
C (0.7456, -2.4163, -2.2422)
H (0.4963, -2.8272, 0.2745)
H (2.3672, -2.7536, 0.0583)
H (1.4196, -1.4838, 0.8889)
H (1.5612, -0.6207, -1.4693)
H (0.9503, -2.3083, -3.2996)
H (0.2252, -3.3293, -1.9633)

Atomic forces in eV per Å
C 0.4 -1.0 1.9
S 0.3 0.4 -0.9
C 0.0 -0.3 0.4
H -0.2 0.7 -0.4
H 0.1 -0.1 -0.6
H -0.3 0.1 0.0
H 0.0 0.2 0.1
H 0.0 -0.2 -0.4
H -0.3 0.2 0.0
C -1.7 2.2 -1.0
C 1.1 -1.3 0.2
C -0.2 0.1 0.2
H 0.6 -0.8 0.4
H -0.1 -0.5 0.3
H 0.2 -0.1 0.2
H 0.3 0.0 -0.1
H -0.5 0.6 0.0
H 0.4 -0.2 0.0

- Largest force on an atom: 2.934 eV/Å
- Orbital gap: 9.354 eV
- SMILES string: C=CC.CSC
- Net charge: 0

How is the electron density shared among the atoms? According to Mulliken, the charges in e are:
1. C -0.4469
2. S -0.0922
3. C -0.7691
4. H 0.3178
5. H -0.0767
6. H 0.2770
7. H 0.2755
8. H 0.2648
9. H 0.2690
10. C -0.9445
11. C -0.2756
12. C -0.6373
13. H 0.3354
14. H 0.2965
15. H 0.2501
16. H 0.4575
17. H 0.2633
18. H 0.2354


Here is one molecule with the formula C5H12S2 at a distorted geometry from the Open Molecules 2025 dataset. Energies are from the ωB97M-V functional and the def2-TZVPD basis.

Atoms and positions in Å:
C (1.9989, -1.1717, 1.2179)
C (2.9487, -0.1806, 1.9311)
C (0.4337, -0.7180, 0.9080)
S (0.2919, 0.7543, -0.1938)
S (-1.6940, 1.2203, 0.1831)
C (-2.3787, 0.2565, -1.2462)
C (-2.4888, 1.2413, -2.5836)
H (1.8108, -2.0751, 1.9092)
H (2.4012, -1.5850, 0.2370)
H (3.2235, 0.7435, 1.3440)
H (3.8845, -0.5661, 2.2624)
H (2.3637, 0.1910, 2.7695)
H (-0.1495, -1.6234, 0.6665)
H (-0.0245, -0.3978, 1.8743)
H (-1.6235, -0.5332, -1.6284)
H (-3.3395, -0.0859, -0.8634)
H (-1.5806, 1.9009, -2.7998)
H (-3.2891, 1.9577, -2.4331)
H (-2.7886, 0.6713, -3.5548)

Atomic forces in eV per Å
C -1.5 -1.3 -0.8
C -1.6 1.5 -1.2
C 1.7 0.1 1.9
S -0.2 -0.5 0.8
S 0.7 -0.8 -1.1
C 1.5 1.4 -2.6
C -0.2 -0.9 -0.1
H 0.5 1.2 -1.0
H -0.3 0.5 1.2
H -0.5 -1.0 0.2
H 0.5 -0.8 0.3
H 0.3 0.1 0.4
H 0.4 0.5 -0.7
H 0.5 0.0 -0.6
H -1.5 0.9 1.4
H 0.0 -0.3 -0.7
H -0.9 -1.4 0.6
H -0.2 0.1 0.2
H 0.7 0.7 1.8

- Largest force on an atom: 3.344 eV/Å
- Orbital gap: 9.602 eV
- SMILES string: CCCSSCC
- Net charge: 0

How is the electron density shared among the atoms? According to Mulliken, the charges in e are:
1. C -0.4420
2. C -0.9815
3. C -0.6323
4. S -0.1287
5. S -0.1060
6. C -0.5128
7. C -0.8482
8. H 0.2713
9. H 0.2884
10. H 0.2613
11. H 0.3594
12. H 0.2648
13. H 0.3960
14. H 0.3451
15. H 0.2498
16. H 0.3944
17. H 0.2423
18. H 0.3012
19. H 0.2775


Here is one molecule with the formula C5H12S2Si at a distorted geometry from the Open Molecules 2025 dataset. Energies are from the ωB97M-V functional and the def2-TZVPD basis.

Atoms and positions in Å:
C (0.7938, -1.1598, 0.5353)
C (-2.2759, -0.6809, 0.1794)
C (-0.3626, 1.6514, 0.0288)
C (-0.1173, -0.4135, -2.5861)
C (2.0457, -0.4026, 1.2357)
Si (-0.5554, -0.1794, -0.5359)
S (2.3690, 0.9354, 2.7991)
S (0.9368, -2.7864, 0.5148)
H (-2.6048, -1.7365, 0.2153)
H (-2.1577, -0.4066, 1.2378)
H (-2.9779, -0.0446, -0.1848)
H (0.6740, 1.7915, 0.3838)
H (-0.7071, 2.3348, -0.7707)
H (-1.1229, 1.8411, 0.7423)
H (-0.5877, -1.2610, -2.9378)
H (-0.6580, 0.4764, -2.9426)
H (0.9482, -0.3136, -2.7515)
H (2.4002, 0.3707, 0.4917)
H (2.8538, -1.1562, 1.3851)
H (1.1058, 1.1397, 2.9601)

Atomic forces in eV per Å
C 1.2 0.6 1.0
C 2.9 -2.0 1.3
C 0.1 -0.9 -1.7
C -0.6 2.7 3.7
C 1.0 1.2 -0.9
Si 0.7 -0.4 -0.4
S 0.1 -2.2 -1.7
S -0.4 0.8 -0.1
H 0.3 0.6 -0.5
H 0.1 0.0 -0.1
H -2.4 1.7 -1.3
H -0.7 0.5 -0.2
H 0.9 -0.2 0.0
H -0.3 0.0 1.4
H -0.6 -1.9 -0.8
H 0.3 -0.2 -0.3
H 0.0 -0.2 -0.1
H -0.3 -1.2 0.3
H -0.8 0.6 0.1
H -1.4 0.4 0.4

- Largest force on an atom: 4.645 eV/Å
- Orbital gap: 7.746 eV
- SMILES string: C[Si](C)(C)C(=S)CS
- Net charge: 0

How is the electron density shared among the atoms? According to Mulliken, the charges in e are:
1. C 0.3958
2. C -1.1432
3. C -0.9847
4. C -1.0618
5. C -0.9857
6. Si 0.4005
7. S -0.1508
8. S -0.2185
9. H 0.3277
10. H 0.3132
11. H 0.4316
12. H 0.2655
13. H 0.3177
14. H 0.3141
15. H 0.3411
16. H 0.3009
17. H 0.3236
18. H 0.3575
19. H 0.3463
20. H 0.1091


Here is one molecule with the formula C5H12S2Si at a distorted geometry from the Open Molecules 2025 dataset. Energies are from the ωB97M-V functional and the def2-TZVPD basis.

Atoms and positions in Å:
C (-1.3487, -1.0192, 0.0104)
C (0.5518, 0.6423, -1.8268)
C (0.5723, 0.8895, 1.3314)
C (1.6269, -1.7683, 0.0345)
C (-2.6116, -0.0531, 0.7119)
Si (0.3880, -0.2654, -0.1942)
S (-1.8674, -2.4511, -0.4709)
S (-2.6898, 1.4921, -0.2755)
H (0.3951, -0.1551, -2.5405)
H (-0.3868, 1.1442, -1.9861)
H (1.5364, 1.1917, -2.0234)
H (0.9663, 0.2901, 2.1560)
H (1.0390, 1.8738, 1.2425)
H (-0.4478, 1.2050, 1.6843)
H (1.5367, -2.3236, -0.8643)
H (2.5163, -1.1272, 0.2458)
H (1.3944, -2.4926, 0.7490)
H (-3.5518, -0.4714, 0.6556)
H (-2.3332, 0.1332, 1.6941)
H (-2.6553, 0.7086, -1.3471)

Atomic forces in eV per Å
C -3.2 2.0 1.2
C 0.9 -0.7 0.0
C -1.6 0.1 0.1
C -0.8 3.4 -0.7
C 3.9 -0.1 -2.7
Si 0.7 -0.2 1.6
S 0.3 -0.6 -0.3
S 0.2 -0.4 0.5
H 0.7 -0.5 -0.6
H 0.1 1.2 0.2
H -1.7 -0.6 0.3
H 0.3 0.3 0.0
H 0.6 -0.4 -0.2
H 0.7 -0.5 -0.4
H 0.9 -0.2 -1.3
H 0.0 -1.4 -0.4
H -0.3 -0.6 1.8
H -1.7 -1.5 -0.2
H 0.4 0.6 1.8
H -0.2 0.3 -0.7

- Largest force on an atom: 4.699 eV/Å
- Orbital gap: 7.893 eV
- SMILES string: C[Si](C)(C)C(=S)CS
- Net charge: 0

How is the electron density shared among the atoms? According to Mulliken, the charges in e are:
1. C 0.0967
2. C -0.8531
3. C -1.0251
4. C -1.1282
5. C -0.8315
6. Si 0.3825
7. S -0.2073
8. S -0.1829
9. H 0.3075
10. H 0.2606
11. H 0.2924
12. H 0.3016
13. H 0.3710
14. H 0.2447
15. H 0.3502
16. H 0.2508
17. H 0.3836
18. H 0.4643
19. H 0.4071
20. H 0.1152


no.,E_LUMO (hartree),energy (eV)
1,0.0322,-13567.3604
2,0.0353,-16212.7393
3,0.0370,-16213.1392
4,0.0261,-27049.1195
5,-0.0297,-34925.6814
6,-0.0164,-34926.5071